1.
Density functional theory data (ωB97M-V/def2-TZVPD) for a 3-piece molecular cluster, C8H6NO5 overall in a non-equilibrium geometry.

Calculated values
orbital gap (alpha / beta)	7.390 / 4.790	eV
net charge	-1
LUMO level (alpha / beta)	3.462 / 1.391	eV
2S+1	3

Geometry as XYZ:
```
20
Properties=species:S:1:pos:R:3:lowdin_spin:R:1
C 2.743 -1.331 -0.008 0.025
C 1.559 -1.893 -0.460 0.002
C 2.770 0.014 0.333 -0.002
C 0.415 -1.134 -0.578 0.041
C 1.640 0.793 0.216 0.038
C 0.433 0.233 -0.239 0.094
C -3.548 -1.195 0.550 0.003
C -0.689 1.037 -0.361 0.659
N -1.978 1.076 -0.451 0.074
O -4.452 -1.428 -0.124 0.007
O -2.795 -1.128 1.421 0.002
O -2.372 -0.067 -0.926 0.137
O -2.748 2.004 -0.220 0.075
O 0.002 3.515 0.647 0.827
H 3.632 -1.940 0.084 0.002
H 1.525 -2.941 -0.726 0.000
H 3.687 0.459 0.694 -0.001
H -0.510 -1.565 -0.929 0.000
H 1.629 1.837 0.487 0.003
H -0.944 3.654 0.590 0.015
```

2.
Density functional theory data (ωB97M-V/def2-TZVPD) for C5H8O2 as an isolated structure.

Calculated values
orbital gap	9.907	eV
LUMO level	0.804	eV
energy relative to the best compared isomer or geometry (same formula, charge and spin)	2.486	eV

Geometry as XYZ:
```
15
Properties=species:S:1:pos:R:3:nbo_charge:R:1
C 0.434 1.162 -1.453 -0.635
C 0.533 0.819 0.017 0.086
O -0.634 1.266 0.761 -0.515
C -0.798 -0.028 1.322 0.071
C -1.094 -1.039 0.248 -0.478
C 0.320 -0.610 0.523 0.187
O 1.341 -1.458 0.903 -0.680
H -0.363 0.592 -1.941 0.207
H 0.199 2.226 -1.560 0.226
H 1.378 0.963 -1.971 0.215
H 1.437 1.245 0.471 0.188
H -1.092 -0.119 2.362 0.205
H -1.613 -0.734 -0.659 0.219
H -1.341 -2.031 0.618 0.226
H 1.294 -2.253 0.360 0.478
```

3.
Density functional theory data (ωB97M-V/def2-TZVPD) for C40H43F11N2O6S2SeTi as an isolated structure in a non-equilibrium geometry.

Calculated values
orbital gap	6.793	eV
LUMO level	-1.054	eV
energy relative to the best compared isomer or geometry (same formula, charge and spin)	2.628	eV

Geometry as XYZ:
```
106
Properties=species:S:1:pos:R:3:lowdin_charge:R:1
Ti -0.792 -0.090 -0.086 0.909
C -1.927 -1.922 1.058 -0.108
C -1.696 -0.659 1.777 -0.257
C -3.017 0.064 1.664 -0.118
C -3.870 -0.765 0.988 0.024
C -3.223 -1.993 0.623 -0.148
C -3.906 -3.200 0.029 -0.536
C -4.375 -4.066 1.211 -0.030
C -2.933 -4.004 -0.835 -0.029
C -5.127 -2.802 -0.804 -0.036
C -3.494 1.444 2.133 -0.505
C -4.358 1.246 3.395 -0.041
C -4.401 2.058 1.049 -0.049
C -2.384 2.468 2.441 -0.078
C -0.992 -0.897 3.150 -0.505
C 0.233 -1.816 3.006 -0.031
C -1.995 -1.636 4.052 -0.024
C -0.559 0.372 3.879 -0.032
H -1.211 -2.729 1.021 0.124
H -4.879 -0.517 0.700 0.118
H -3.528 -4.401 1.812 0.085
H -4.902 -4.947 0.837 0.089
H -5.055 -3.511 1.861 0.090
H -2.123 -4.431 -0.243 0.089
H -2.490 -3.385 -1.616 0.071
H -3.463 -4.828 -1.317 0.092
H -5.896 -2.336 -0.186 0.084
H -5.565 -3.695 -1.253 0.091
H -4.867 -2.112 -1.606 0.062
H -5.158 0.524 3.220 0.089
H -4.808 2.199 3.678 0.090
H -3.761 0.901 4.240 0.067
H -5.307 1.478 0.879 0.077
H -3.867 2.156 0.101 0.070
H -4.708 3.056 1.369 0.091
H -1.391 2.104 2.214 0.009
H -2.397 2.762 3.491 0.087
H -2.517 3.370 1.844 0.075
H -0.060 -2.851 2.832 0.085
H 0.805 -1.796 3.935 0.093
H 0.902 -1.512 2.206 0.070
H -2.287 -2.592 3.615 0.086
H -2.899 -1.052 4.221 0.073
H -1.537 -1.834 5.024 0.094
H 0.102 0.993 3.276 0.060
H -0.023 0.093 4.788 0.095
H -1.410 0.978 4.176 0.067
F -1.232 1.676 -4.040 0.151
C -2.491 1.338 -3.837 -0.687
F -3.112 2.287 -3.153 0.144
F -3.094 1.164 -5.007 0.160
S -2.611 -0.262 -2.901 0.664
O -2.336 0.092 -1.493 -0.463
O -3.920 -0.744 -3.162 -0.222
N -1.478 -1.173 -3.491 -0.253
S -0.140 -1.272 -2.662 0.671
O 0.666 -0.094 -2.669 -0.244
O -0.423 -1.788 -1.300 -0.358
C 0.681 -2.675 -3.540 -0.681
F -0.082 -3.754 -3.471 0.171
F 0.869 -2.341 -4.808 0.168
F 1.833 -2.901 -2.947 0.184
F 4.346 5.264 0.524 0.138
C 3.214 4.613 0.278 -0.128
C 2.815 4.374 -1.026 -0.165
F 3.574 4.791 -2.040 0.128
C 1.640 3.684 -1.268 -0.290
F 1.311 3.466 -2.543 0.087
C 0.836 3.206 -0.239 -0.424
Se -0.814 2.362 -0.679 0.951
C 1.258 3.476 1.053 -0.244
F 0.534 3.067 2.101 0.074
C 2.427 4.164 1.324 -0.147
F 2.800 4.395 2.583 0.123
C 2.895 1.057 -4.612 -0.038
C 3.709 0.059 -3.835 -0.224
C 4.170 -1.089 -4.465 -0.062
C 4.925 -2.021 -3.769 -0.087
C 5.193 -1.822 -2.431 -0.032
C 4.748 -0.668 -1.787 -0.204
N 5.156 -0.524 -0.439 0.113
C 4.603 0.109 0.654 -0.187
C 5.516 0.650 1.581 -0.017
C 5.101 1.337 2.698 -0.063
C 3.744 1.542 2.941 -0.075
C 2.834 1.004 2.060 -0.029
C 3.229 0.267 0.941 -0.071
C 2.199 -0.435 0.166 -0.469
O 2.384 -1.340 -0.596 0.146
O 0.917 -0.040 0.448 -0.200
C 4.031 0.301 -2.489 -0.142
C 3.590 1.584 -1.852 -0.010
H 2.598 0.641 -5.575 0.081
H 3.463 1.971 -4.808 0.091
H 1.992 1.348 -4.074 0.056
H 3.930 -1.253 -5.509 0.109
H 5.281 -2.916 -4.263 0.104
H 5.738 -2.564 -1.860 0.113
H 6.119 -0.775 -0.291 0.137
H 6.575 0.543 1.377 0.114
H 5.843 1.740 3.376 0.109
H 3.407 2.103 3.803 0.109
H 1.776 1.117 2.241 0.084
H 4.199 1.857 -0.991 0.096
H 2.550 1.504 -1.514 0.080
H 3.634 2.409 -2.563 0.080
```

4.
Density functional theory data (ωB97M-V/def2-TZVPD) for a 2-piece molecular cluster, C5H14 overall in a non-equilibrium geometry.

Calculated values
orbital gap	11.949	eV
LUMO level	1.093	eV
energy relative to the best compared isomer or geometry (same formula, charge and spin)	1.906	eV

Geometry as XYZ:
```
19
Properties=species:S:1:pos:R:3:nbo_charge:R:1
C -1.525 -0.671 0.321 -0.611
C -0.884 -1.750 -0.629 -0.401
C -0.989 -1.162 -2.164 -0.611
H -1.973 -1.363 1.183 0.197
H -2.138 0.010 -0.113 0.202
H -0.957 -0.058 0.939 0.208
H 0.170 -1.989 -0.483 0.205
H -1.500 -2.690 -0.454 0.203
H -1.217 -0.124 -2.120 0.199
H -0.012 -1.189 -2.574 0.200
H -1.667 -1.775 -2.951 0.207
C 1.124 1.251 1.669 -0.612
C 1.948 1.928 0.609 -0.606
H 0.073 1.261 1.450 0.204
H 1.711 0.295 1.706 0.214
H 1.140 1.754 2.683 0.202
H 1.647 2.880 0.229 0.201
H 2.984 2.126 0.980 0.201
H 2.066 1.263 -0.280 0.199
```

5.
Density functional theory data (ωB97M-V/def2-TZVPD) for C22H25DyN4O7 as an isolated structure in a non-equilibrium geometry.

Calculated values
orbital gap (alpha / beta)	7.163 / 7.166	eV
LUMO level (alpha / beta)	-0.761 / -0.760	eV
2S+1	6
energy relative to the best compared isomer or geometry (same formula, charge and spin)	1.122	eV

Geometry as XYZ:
```
59
Properties=species:S:1:pos:R:3:lowdin_spin:R:1
Dy 0.980 0.134 0.690 5.055
O 0.735 -1.850 2.159 -0.010
C -0.281 -2.401 2.526 0.000
C -1.650 -2.091 2.228 0.000
C -2.678 -2.692 2.959 0.000
C -3.974 -2.322 2.660 0.000
C -4.299 -1.343 1.717 0.000
C -3.285 -0.787 0.952 0.000
C -1.960 -1.258 1.108 0.000
O -1.031 -1.020 0.232 -0.011
N -5.049 -2.945 3.419 0.000
O -6.195 -2.504 3.360 0.000
O -4.760 -3.922 4.078 0.000
H -0.068 -3.243 3.267 0.000
H -2.458 -3.411 3.727 0.000
H -5.326 -1.158 1.506 0.000
H -3.490 -0.095 0.113 0.000
C -0.034 4.388 0.076 0.000
N -0.038 3.525 -1.100 0.000
C -0.858 2.377 -0.822 -0.002
C 1.261 3.380 -1.664 0.000
C 2.376 3.043 -0.720 0.003
C 3.478 3.876 -0.739 0.001
C 4.487 3.840 0.254 -0.001
C 4.412 2.870 1.223 0.000
C 3.324 1.989 1.224 -0.002
C 2.232 2.044 0.259 0.007
H -1.056 4.697 0.297 0.000
H 0.599 5.266 -0.027 0.000
H 0.279 3.833 0.991 0.000
H -1.935 2.610 -0.864 0.000
H -0.706 1.954 0.192 -0.002
H -0.709 1.569 -1.591 0.000
H 1.576 4.273 -2.173 0.000
H 1.242 2.607 -2.432 0.000
H 3.601 4.713 -1.454 0.000
H 5.278 4.582 0.226 0.000
H 5.199 2.814 1.906 0.000
H 3.224 1.231 2.042 -0.001
O 2.485 -1.529 -0.361 -0.007
C 1.572 -1.497 -1.222 -0.008
O 1.086 -0.433 -1.645 -0.012
C 0.998 -2.815 -1.653 -0.001
N -0.478 -2.649 -1.821 0.000
C -0.761 -2.199 -3.234 0.000
C 0.580 -2.326 -3.971 0.000
C 1.346 -3.295 -3.107 0.000
H 1.238 -3.555 -0.874 0.000
H -0.818 -1.966 -1.041 0.000
H -0.927 -3.581 -1.628 0.000
H -1.145 -1.171 -3.131 0.000
H -1.556 -2.906 -3.638 0.000
H 1.103 -1.365 -4.018 0.000
H 0.433 -2.669 -4.991 0.000
H 2.432 -3.347 -3.233 0.000
H 1.016 -4.327 -3.232 0.000
O -0.739 1.095 4.776 0.002
C -0.340 1.046 3.671 0.002
N 0.033 0.915 2.547 -0.009
```

no.,calculated total energy (hartree)
1,-739.21649
2,-345.71361
3,-7256.84027
4,-198.81910
5,-2484.06318